Entry 1:
{"formula": "C5H38NO14", "method": "the ωB97M-V functional and the def2-TZVPD basis", "elements": ["O", "C", "C", "C", "C", "C", "N", "H", "H", "H", "H", "H", "H", "H", "H", "H", "H", "H", "H", "H", "H", "O", "H", "H", "O", "H", "H", "O", "H", "H", "O", "H", "H", "O", "H", "H", "O", "H", "H", "O", "H", "H", "O", "H", "H", "O", "H", "H", "O", "H", "H", "O", "H", "H", "O", "H", "H", "O"], "xyz": [[1.267735, 0.871210, 0.504214], [0.844515, -0.046848, -0.508419], [-0.277847, -0.876810, 0.149279], [-1.674399, -0.280576, -0.005248], [-2.102958, -0.135838, -1.490877], [-3.446821, -0.877791, -1.661714], [-0.021155, -1.043393, 1.611760], [0.637479, 0.627746, -1.318434], [-0.297353, -1.793565, -0.439461], [-1.920672, 0.654694, 0.503880], [-2.338596, -0.974972, 0.518855], [-2.256595, 0.894123, -1.812977], [-1.253894, -0.462082, -2.098080], [-4.138323, -0.355967, -1.002966], [-3.300456, -1.923964, -1.406178], [-3.833579, -0.770868, -2.674289], [0.963883, -1.280878, 1.815560], [-0.221746, -0.119379, 2.013537], [-0.635061, -1.691194, 2.117540], [1.631027, 1.702454, 0.124319], [1.814784, 3.063625, -1.644496], [2.153689, 3.102761, -0.706794], [-1.261379, 3.568774, -3.135226], [-2.253128, 2.579712, -3.824785], [-1.686163, 2.735153, -3.080710], [4.235687, 0.741826, 2.987459], [2.974125, 1.055851, 3.999251], [3.570683, 0.459947, 3.612496], [0.081307, 2.180118, -2.785909], [1.515688, 1.502681, -3.035462], [1.025420, 2.335049, -2.949449], [-0.955338, 2.011800, 3.737858], [-0.957538, 2.230080, 2.249861], [-0.918426, 1.517848, 2.911592], [-3.818328, -0.769840, 3.351111], [-2.910435, 0.497127, 3.015172], [-2.976865, -0.468593, 2.992431], [2.751476, -3.669802, -2.106242], [1.799740, -2.679158, -1.710022], [1.894401, -3.336940, -2.413549], [1.117155, -0.319225, -4.112400], [1.847664, -1.119207, -2.934318], [1.464659, -0.279409, -3.213206], [0.286275, 3.400675, 0.655717], [-0.484454, 4.541861, 1.457000], [-0.455334, 3.607957, 1.241719], [-1.079965, -1.660299, 4.685177], [0.216877, -2.409848, 4.399075], [-0.594663, -2.085464, 3.968788], [2.865247, -2.539230, 2.585582], [3.238923, -1.014152, 2.586738], [2.684310, -1.700091, 2.153911], [2.449190, -0.792864, 0.125613], [3.086601, 3.359530, -0.750661], [1.929586, -0.966167, -0.639902], [-0.046522, -3.523391, -3.232029], [-1.223644, -3.760011, -2.239385], [-1.006477, -3.514794, -3.142285]], "atomic_forces_ev_per_a": [[-0.207, -0.003, 0.451], [1.006, 0.641, 3.588], [-1.226, 1.331, -1.240], [-0.784, 0.148, -0.336], [-0.113, -0.289, 0.431], [1.022, 0.675, -0.558], [0.239, 0.264, -0.947], [-0.396, -1.101, -0.976], [0.093, -0.459, 0.632], [0.882, 0.135, 0.231], [-0.125, -0.099, -0.264], [0.126, 0.109, 0.502], [-0.432, -0.557, -0.381], [-0.239, -0.416, 0.189], [-0.423, -0.088, 0.032], [0.015, -0.248, -0.048], [-0.053, -0.029, 0.131], [0.167, 0.086, 0.398], [-0.012, 0.027, -0.242], [0.073, -0.344, -0.287], [0.069, -0.223, 0.394], [0.184, 0.355, -0.189], [0.207, 1.408, -0.554], [-0.252, 0.238, -0.671], [-0.064, -1.371, 1.195], [-0.201, 1.243, 0.253], [-0.688, 1.825, 0.138], [1.187, -2.916, -0.500], [0.092, -0.431, -0.377], [-0.456, -0.282, -0.031], [0.367, 0.870, 0.130], [0.102, -0.228, 0.131], [0.318, 0.147, -0.251], [-0.347, 0.024, 0.205], [-0.002, 0.418, -0.061], [-0.167, -0.303, 0.132], [0.245, -0.274, -0.010], [-0.060, -0.525, -0.693], [-0.615, 0.364, 0.149], [0.698, 0.323, 0.704], [0.221, -0.563, 0.126], [0.005, -0.096, -0.512], [-0.099, 0.375, -0.288], [0.034, 0.523, 0.122], [0.304, 0.102, -0.262], [-0.287, -0.469, -0.054], [-0.238, 0.054, -0.223], [-0.450, 0.073, -0.246], [0.676, -0.325, 0.734], [0.200, -0.009, 0.007], [-0.624, -0.308, 0.273], [0.224, 0.179, -0.140], [0.987, 0.006, 1.052], [-0.363, -0.032, 0.052], [-0.846, 0.068, -2.087], [0.026, -0.216, 0.321], [0.257, -0.137, -0.041], [-0.262, 0.331, -0.233]], "mulliken_charge": [-0.373, 1.009, -0.008, -0.875, 0.113, -1.532, 0.180, -0.666, -0.248, 0.174, 0.667, 0.089, 0.294, 0.389, 0.309, 0.438, 0.362, 0.093, 0.695, 0.352, 0.415, -0.664, 0.271, 0.273, -0.627, 0.314, 0.278, -0.654, 0.358, 0.520, -0.831, 0.276, 0.336, -0.629, 0.265, 0.302, -0.541, 0.293, 0.330, -0.650, 0.271, 0.241, -0.553, 0.322, 0.261, -0.648, 0.291, 0.285, -0.612, 0.239, 0.332, -0.569, 0.276, 0.256, -0.483, 0.322, 0.295, -0.622], "energy_ha": -1321.230687, "relative_energy_ev": 2.564, "fmax_ev_per_a": 3.8, "charge": 1, "lumo_energy_ev": -2.5, "homo_ev": -13.2, "spin_multiplicity": 1}



Entry 2:
{"formula": "C5H38NO14", "method": "the ωB97M-V functional and the def2-TZVPD basis", "elements": ["C", "C", "C", "C", "C", "N", "H", "H", "H", "H", "H", "H", "H", "H", "H", "H", "H", "H", "O", "H", "H", "O", "H", "H", "O", "H", "H", "O", "H", "H", "O", "H", "H", "O", "H", "H", "O", "H", "H", "O", "H", "H", "O", "H", "H", "O", "H", "H", "O", "H", "H", "O", "H", "H", "O", "H", "H", "O"], "xyz": [[3.128035, -0.002145, 0.209196], [1.602735, -0.127935, 0.108579], [1.154872, -0.869011, -1.151085], [1.934405, -0.905630, -2.227972], [-1.193894, -1.308106, -0.567368], [-0.046845, -1.633170, -1.030205], [3.578487, 0.578481, -0.591196], [3.319536, 0.450065, 1.176838], [3.621955, -0.972701, 0.335087], [1.245148, -0.611493, 1.023698], [1.201482, 0.892115, 0.148762], [2.939755, -0.540902, -2.334937], [1.552223, -1.421300, -3.094162], [-1.859932, -2.128927, -0.318046], [-1.435318, -0.316704, -0.211034], [0.109130, -2.584156, -1.404899], [-0.818390, 1.710523, 1.924656], [-0.412641, 2.619608, 3.202796], [-0.554867, 1.726789, 2.881730], [-0.363413, -4.182009, 0.968018], [-1.583550, -5.095813, 0.436354], [-1.099799, -4.277456, 0.345034], [-0.481932, 2.388041, -2.031070], [-0.669983, 3.893483, -1.599895], [-0.177517, 3.083658, -1.430723], [-1.959020, 0.770097, 3.180406], [-3.128870, -0.123562, 3.716370], [-2.677344, 0.146370, 2.910113], [-1.118808, 2.579912, -0.160540], [-2.411371, 2.621333, 0.578127], [-1.665973, 2.017085, 0.463787], [2.745040, 2.277990, 3.866157], [1.590788, 1.428078, 3.096632], [2.482656, 1.822187, 3.070602], [0.157522, -0.976260, 5.091842], [0.332670, -1.447058, 3.694025], [0.611250, -1.670208, 4.591755], [-0.090465, 0.295244, -5.035544], [-1.431429, 0.332275, -5.646959], [-0.787197, 0.934518, -5.226484], [0.369717, -3.516211, -3.847341], [-0.997757, -3.570390, -3.122798], [-0.194510, -3.040007, -3.228875], [-0.308507, 3.511864, -3.791939], [-1.196736, 2.574186, -4.580621], [-1.233442, 3.266776, -3.884594], [-2.392224, 0.835251, -3.679604], [-2.427283, 2.135530, -2.872886], [-2.536391, 1.176469, -2.787246], [-1.609002, -2.267427, 1.982789], [-1.382787, -0.774644, 2.122867], [-0.968918, -1.585397, 1.738844], [1.400988, 3.153167, 2.122908], [1.193897, 4.377709, 1.297812], [1.009382, 4.040506, 2.176432], [0.830764, -3.625911, 3.024400], [1.963102, -4.276885, 2.246604], [1.140580, -3.787915, 2.124775]], "atomic_forces_ev_per_a": [[-0.179, -0.420, 0.862], [0.287, -0.063, -0.015], [1.319, 1.525, 1.183], [-1.154, -0.970, -0.528], [0.606, -0.451, 1.303], [0.152, -0.427, -1.030], [0.051, 0.007, 0.084], [0.176, 0.598, -0.065], [-0.186, -0.022, -0.600], [-0.113, -0.229, -0.319], [-0.233, -0.099, -0.270], [-0.051, 0.415, 0.447], [0.024, -0.156, -0.193], [-0.218, 0.154, -0.851], [0.087, 0.295, -0.512], [-0.572, 0.425, 0.426], [0.048, 0.995, 0.477], [-0.137, 0.436, -0.510], [0.271, -1.253, 0.128], [0.079, -0.563, 0.247], [0.287, -0.313, 0.414], [-0.223, 0.957, -0.675], [-0.290, 0.391, -0.198], [-0.077, -0.149, -0.486], [0.578, -0.011, 0.711], [-0.498, 0.002, 0.066], [0.005, 0.008, -0.034], [0.277, 0.231, 0.219], [0.107, -1.004, 0.476], [-0.333, -0.489, 0.445], [0.187, 0.952, -0.672], [-0.456, -0.008, 0.501], [0.421, 0.328, 0.805], [-0.114, -0.613, -1.269], [0.239, -0.301, 0.242], [0.123, -0.188, -0.262], [-0.407, 0.435, -0.188], [0.372, 0.357, 0.264], [0.106, 0.690, -0.086], [-0.495, -1.363, -0.571], [-0.100, -0.186, -0.003], [0.211, -0.017, -0.204], [-0.206, -0.251, -0.201], [0.081, 0.269, -0.073], [-0.024, 0.467, 0.409], [0.116, -0.110, -0.757], [0.057, 0.219, 0.305], [-0.050, -0.235, -0.183], [-0.139, -0.309, 0.285], [0.113, -0.081, -0.046], [-0.165, -0.584, -0.066], [-0.009, 0.366, 0.605], [0.308, 0.214, 0.379], [-0.086, 0.427, -0.126], [-0.099, -0.322, -0.309], [0.012, 0.148, 0.072], [-0.069, -0.001, -0.102], [-0.018, -0.121, 0.046]], "mulliken_charge": [-1.678, 1.202, 0.317, -1.350, -0.556, 0.342, 0.425, 0.371, 0.356, -0.196, -0.097, 0.275, 0.274, 0.407, 0.262, 0.562, 0.436, 0.302, -0.843, 0.353, 0.285, -0.583, 0.367, 0.338, -0.712, 0.454, 0.296, -0.676, 0.311, 0.246, -0.535, 0.263, 0.358, -0.622, 0.297, 0.298, -0.666, 0.293, 0.321, -0.648, 0.295, 0.276, -0.597, 0.315, 0.355, -0.709, 0.291, 0.361, -0.584, 0.236, 0.283, -0.357, 0.356, 0.315, -0.633, 0.314, 0.257, -0.622], "energy_ha": -1321.171298, "relative_energy_ev": 4.180, "fmax_ev_per_a": 2.3, "charge": 1, "lumo_energy_ev": -2.9, "homo_ev": -12.9, "spin_multiplicity": 1}



Entry 3:
{"formula": "C5H39N2O13", "method": "the ωB97M-V functional and the def2-TZVPD basis", "elements": ["C", "N", "C", "C", "O", "C", "N", "C", "H", "H", "H", "H", "H", "H", "H", "H", "H", "H", "H", "H", "H", "H", "H", "H", "H", "O", "H", "H", "O", "H", "H", "O", "H", "H", "O", "H", "H", "O", "H", "H", "O", "H", "H", "O", "H", "H", "O", "H", "H", "O", "H", "H", "O", "H", "H", "O", "H", "H", "O"], "xyz": [[-0.621489, -3.002677, 0.469319], [-0.986431, -1.733881, 1.035615], [-2.353329, -1.224296, 1.180313], [-2.577386, -0.765653, 2.595332], [-1.931881, 0.441149, 2.948856], [-1.080507, -3.107310, -0.997488], [-0.444307, -1.958678, -1.736314], [0.695960, -2.605550, -2.513268], [0.470972, -2.973425, 0.462453], [-0.881459, -3.877931, 1.080695], [-0.310823, -1.126970, 1.464428], [-2.360962, -0.344378, 0.519288], [-3.114573, -1.892630, 0.792544], [-3.658415, -0.716863, 2.834961], [-2.299022, -1.436994, 3.419213], [-1.771342, 1.058508, 2.227385], [-2.154767, -2.935519, -0.999199], [-0.815768, -4.110256, -1.321879], [-1.133063, -1.515046, -2.348050], [-0.061171, -1.322610, -1.025287], [0.254671, -3.483306, -2.947886], [1.341763, -2.958708, -1.716828], [0.997274, -1.840095, -3.213273], [1.139846, -0.896562, 4.188926], [0.004157, -0.153312, 3.609990], [0.891947, -0.462568, 3.370769], [1.356959, 4.077712, -0.657451], [0.773229, 2.658569, -1.238362], [0.978724, 3.213356, -0.483572], [4.005231, -1.401256, -1.688426], [3.870447, -2.175255, -0.339746], [3.414646, -1.939144, -1.153728], [3.742085, -1.668343, 2.272341], [2.263858, -1.006731, 2.190760], [3.030790, -1.352847, 1.713874], [3.892117, 1.579162, -1.222467], [2.979087, 0.370325, -1.314758], [2.982226, 1.332109, -1.421379], [-4.139952, -0.955511, -2.539010], [-3.294721, -0.100184, -1.830853], [-3.213552, -0.969351, -2.265818], [0.745920, 2.629363, 3.968581], [-0.088809, 3.085839, 2.765630], [0.743771, 3.233647, 3.224662], [1.201064, 2.891139, -4.203106], [1.869294, 2.491600, -2.664840], [1.211194, 2.855669, -3.256790], [1.746863, 2.263054, 0.796951], [2.736956, 0.989371, 1.105527], [1.975188, 1.504546, 1.369299], [1.066817, 0.822867, -0.092144], [-0.344631, 1.370283, -0.244198], [0.294032, 0.794520, -0.692577], [-1.008703, 3.930469, 0.189723], [-2.370717, 3.097555, 0.115019], [-1.424392, 3.072326, 0.291007], [-2.027991, 2.830178, -1.804557], [-3.342852, 3.068672, -2.356380], [-2.864076, 2.351881, -1.913856]], "atomic_forces_ev_per_a": [[0.675, 0.875, 0.287], [-0.743, -0.103, -0.293], [1.770, 0.264, -0.216], [-1.834, -0.152, 1.331], [0.731, 0.333, 0.283], [-0.858, 0.596, 2.090], [0.397, -2.529, -0.295], [-1.435, 0.765, 0.887], [0.181, -0.301, 0.040], [-0.366, -0.004, -0.352], [0.374, -0.410, 0.056], [-0.674, 0.215, 0.173], [0.007, -0.341, 0.259], [0.099, 0.614, -0.616], [0.595, -0.486, -0.785], [-0.344, -0.182, -0.308], [-0.028, -0.277, -0.372], [-0.014, 0.306, -0.758], [0.066, 0.271, 0.260], [-0.456, 0.742, -0.175], [0.044, -0.079, -0.836], [0.822, 0.440, -0.536], [0.939, -0.332, -0.102], [0.430, -0.294, 0.180], [-0.197, 0.335, -0.622], [-0.344, -0.114, 0.528], [0.056, -0.213, -0.781], [0.091, 0.412, -0.550], [0.328, 0.946, 1.398], [0.354, -0.312, 0.058], [-0.001, 0.283, 0.111], [-0.348, 0.182, -0.334], [-0.374, 0.211, 0.599], [0.217, -0.012, 0.613], [0.206, -0.101, -1.190], [0.005, 0.192, -0.023], [-0.227, 0.011, -0.020], [0.454, -0.293, -0.154], [-0.031, -0.987, -0.608], [1.086, 0.038, 0.092], [-0.852, 1.066, 0.474], [0.011, -0.167, 0.024], [0.013, -0.063, 0.059], [-0.168, 0.458, -0.057], [1.154, -0.581, -0.275], [1.083, -0.633, -1.257], [-1.997, 1.018, 1.332], [0.791, -0.143, -0.070], [0.325, 0.395, -0.366], [-0.689, -0.488, 0.588], [-0.296, 0.053, 0.137], [-0.066, -0.038, 0.007], [-0.337, -0.785, -0.203], [-0.072, 0.095, -0.022], [-0.015, 0.426, 0.074], [-0.373, -0.870, 0.488], [0.379, -0.725, 0.187], [-0.565, -0.511, -0.119], [0.021, 0.983, -0.319]], "mulliken_charge": [-0.810, 0.418, -0.384, -0.715, -0.595, -0.544, 0.362, -1.052, 0.219, 0.450, 0.032, 0.059, 0.443, 0.298, 0.320, 0.307, 0.255, 0.422, 0.378, -0.037, 0.458, 0.413, 0.338, 0.232, 0.263, -0.546, 0.204, 0.291, -0.499, 0.277, 0.260, -0.526, 0.239, 0.327, -0.533, 0.275, 0.234, -0.511, 0.300, 0.238, -0.613, 0.289, 0.273, -0.593, 0.292, 0.321, -0.647, 0.374, 0.255, -0.537, 0.181, 0.145, -0.326, 0.229, 0.281, -0.503, 0.312, 0.287, -0.586], "energy_ha": -1301.260876, "relative_energy_ev": 4.281, "fmax_ev_per_a": 2.6, "charge": 1, "lumo_energy_ev": -2.2, "homo_ev": -11.3, "spin_multiplicity": 1}